Version P
Below is the ion C5H6N with charge +1, with properties calculated with wB97M-V/def2-TZVPD.

Structure (ORCA input):
```
! RIJCOSX wB97M-V def2-TZVPD def2/J DEFGRID3
* xyz 1 3
C -2.90452 0.06911 -0.90579
C -0.90176 -0.79362 1.16432
C -2.03701 0.53943 -0.16235
C -0.89909 0.67715 0.77110
C 0.18334 -0.43947 0.44555
N 1.11588 -0.74822 -0.61230
H -3.66422 -0.19240 -1.68108
H -1.06546 1.68141 1.40095
H -1.51764 -1.39822 1.85552
H 0.68875 -1.47228 -1.18026
H 2.12525 -1.10301 -0.38487
H 1.15830 0.14784 -1.21707
*
```

- LUMO energy (spin up / spin down): -4.01 / -7.05 eV
- Gap between HOMO and LUMO (spin up / spin down): 6.82 / 6.78 eV

***

Version Q
Below is the ion C5H6N with charge +1, with properties calculated with wB97M-V/def2-TZVPD.

Structure (ORCA input):
```
! RIJCOSX wB97M-V def2-TZVPD def2/J DEFGRID3
* xyz 1 3
C -1.25282 -1.11418 -0.47047
C -0.79457 -1.07312 0.80865
C 0.27066 0.05130 0.39228
C -0.51807 0.48665 -1.97219
C 0.23105 0.83131 -0.94779
N -1.31283 -0.64673 -1.52364
H -1.42624 -0.65684 1.62322
H -0.31508 -2.03014 1.11131
H 0.16313 0.77971 1.07348
H 1.22550 -0.38404 0.55036
H -0.72653 1.02544 -2.92913
H 0.76525 1.75193 -0.93690
*
```

- LUMO energy (spin up / spin down): -5.22 / -9.04 eV
- Gap between HOMO and LUMO (spin up / spin down): 6.41 / 7.69 eV

***

The structure with the least stability is version P.

***

Version P
Below is a structure of composition C2H9N3O2, with properties calculated with wB97M-V/def2-TZVPD.

Structure (ORCA input):
```
! RIJCOSX wB97M-V def2-TZVPD def2/J DEFGRID3
* xyz 0 1
C 0.48576 0.41155 1.69932
C 0.99993 0.71146 -0.67185
N -1.26955 -0.37678 0.05324
N 0.40578 -0.11529 0.35349
N -1.25199 -1.46466 -0.78519
O -1.87000 0.71158 -0.54057
O -0.30265 -2.33996 -0.30581
H -1.64661 0.72945 -1.49183
H 0.42543 -1.46007 0.15112
H -0.99167 -1.19052 -1.75165
H 1.53115 0.48878 2.00954
H 2.08874 0.71402 -0.57459
H 0.02557 1.40297 1.77223
H -0.03571 -0.27057 2.36694
H 0.64342 1.74692 -0.62610
H 0.76238 0.30114 -1.65830
*
```

- LUMO energy: 0.57 eV
- Gap between HOMO and LUMO: 8.83 eV

***

Version Q
Below is a structure of composition C2H9N3O2, with properties calculated with wB97M-V/def2-TZVPD.

Structure (ORCA input):
```
! RIJCOSX wB97M-V def2-TZVPD def2/J DEFGRID3
* xyz 0 1
C 0.10364 -0.45803 0.47590
C 0.22643 0.81545 -0.32556
N -1.14755 -0.83752 0.90060
N 0.70129 -1.47635 -0.97895
N -0.96624 1.21850 -0.99213
O 1.03472 -0.59411 1.46894
O 0.88517 1.84293 0.40414
H 1.89765 -0.39085 1.07587
H 0.70357 1.87417 1.35175
H 0.95077 0.36641 -1.12485
H -1.89276 -0.16581 0.78517
H -1.18211 -1.69812 1.42912
H 0.00205 -1.62479 -1.70312
H 1.14525 -2.36636 -0.76175
H -0.78605 1.95290 -1.66454
H -1.67583 1.54156 -0.34059
*
```

- LUMO energy: 0.75 eV
- Gap between HOMO and LUMO: 9.11 eV

***

The structure with the least stability is version P.

***

Version P
Below is a cluster of 2 separate species, C4H7BrN2 in total, with properties calculated with wB97M-V/def2-TZVPD.

Structure (ORCA input):
```
! RIJCOSX wB97M-V def2-TZVPD def2/J DEFGRID3
* xyz 0 1
C 1.69517 0.54636 -0.54567
C -1.68520 -0.73968 -0.56933
C 2.00713 1.98170 -0.19977
C -2.27566 -1.86448 0.28891
N 0.97278 -0.26549 0.13136
N 0.34260 -1.00965 0.66124
Br -2.22416 0.85280 0.28825
H 1.94273 0.11566 -1.52503
H 1.17720 2.69173 -0.29308
H 2.92128 2.38334 -0.81317
H 2.25314 1.90494 0.86124
H -3.36471 -2.07867 0.35075
H -1.79400 -2.77103 0.00650
H -1.96832 -1.74751 1.35779
*
```

- LUMO energy: -0.32 eV
- Gap between HOMO and LUMO: 7.97 eV

***

Version Q
Below is an isolated molecule of C4H7BrN2, with properties calculated with wB97M-V/def2-TZVPD.

Structure (ORCA input):
```
! RIJCOSX wB97M-V def2-TZVPD def2/J DEFGRID3
* xyz 0 1
C 0.32708 -1.37524 -2.44150
C 1.47313 -0.67318 -0.21771
C -1.01102 0.67855 0.43926
C 0.38352 -0.44295 -1.26983
N 0.24320 -2.02193 -3.35750
N -0.85113 -0.21010 -0.66553
Br 0.85526 1.59351 -2.24921
H 1.33700 0.07626 0.49268
H 2.45638 -0.74767 -0.64257
H 1.25244 -1.49451 0.31875
H -0.20450 1.37462 0.42841
H -2.00128 1.26833 0.34212
H -1.34443 0.26744 1.41819
H -1.71814 -0.14364 -1.28384
*
```

- LUMO energy: -0.35 eV
- Gap between HOMO and LUMO: 9.15 eV

***

The structure with the least stability is version P.

***

Version P
Below is a cluster of 2 separate species, C2H6NO2 in total, with properties calculated with wB97M-V/def2-TZVPD.

Structure (ORCA input):
```
! RIJCOSX wB97M-V def2-TZVPD def2/J DEFGRID3
* xyz 1 1
C 1.83311 0.07002 1.55384
C -1.51056 0.18171 -0.23004
N -0.21413 0.10950 -1.07335
O 1.82313 0.48075 0.41102
O -2.30350 -0.65499 -0.80817
H 1.08866 -0.70482 2.11464
H 2.41258 0.53679 2.38869
H -0.32356 0.96859 -1.61377
H -0.20921 -0.65725 -1.63565
H 0.63227 0.33577 -0.55501
H -3.22882 -0.66606 -0.55220
*
```

- LUMO energy: -4.72 eV
- Gap between HOMO and LUMO: 10.30 eV

***

Version Q
Below is a cluster of 2 separate species, C2H6NO2 in total, with properties calculated with wB97M-V/def2-TZVPD.

Structure (ORCA input):
```
! RIJCOSX wB97M-V def2-TZVPD def2/J DEFGRID3
* xyz 1 1
C -1.56567 -0.13531 1.14742
N -1.55226 -0.02518 -0.12183
H -0.68561 -0.54368 1.61752
H -2.43844 0.17377 1.72186
H -2.38488 0.35973 -0.55774
H -0.71797 -0.37991 -0.62721
O 0.88238 -1.10532 -0.69930
C 1.73871 -0.26225 -0.77080
O 1.68786 0.83388 -0.02085
H 2.60717 -0.33236 -1.44429
H 2.42872 1.41663 -0.24478
*
```

- LUMO energy: -5.09 eV
- Gap between HOMO and LUMO: 10.60 eV

***

The structure with the least stability is version P.